A structure of composition C54H44Cl5IN4O3P2S2SiSr in a non-equilibrium geometry, computed with ωB97M-V/def2-TZVPD.

XYZ file:
```
117
Properties=species:S:1:pos:R:3:forces:R:3
Sr -1.05342 0.40766 1.68589 0.009 -1.299 -1.039
C -5.39012 0.88373 -3.65826 0.185 -0.037 0.233
Si -4.84957 0.01977 -2.03490 -1.152 -0.196 -2.095
C -5.91934 -1.54762 -1.88220 0.084 0.009 0.866
C -5.33136 1.03859 -0.56561 0.070 0.596 0.802
C -3.38753 -0.86656 -2.70423 1.776 2.300 -0.153
C -3.12231 -1.96768 -3.41150 -0.363 -2.169 -0.236
C -1.86595 -2.56534 -3.23254 1.390 -0.001 -0.493
C -0.77844 -1.85434 -2.74329 -1.947 0.940 0.328
N -0.96444 -0.53611 -2.35992 1.996 -3.127 -2.088
C -2.20079 -0.10581 -2.51023 0.467 -0.259 2.765
S -2.33861 1.45741 -1.94373 -1.346 2.456 0.905
H -6.39414 1.24942 -3.58999 -0.877 0.387 0.024
H -5.37122 0.16868 -4.48421 0.068 -0.141 0.068
H -4.74780 1.72007 -3.93681 0.112 -0.038 0.156
H -6.58415 -1.49407 -1.02066 -0.280 0.003 0.045
H -5.23163 -2.38527 -1.67016 -0.378 0.170 -0.274
H -6.51811 -1.72464 -2.76639 -0.082 -0.246 -0.305
H -6.32900 1.43450 -0.83763 0.157 -0.313 0.164
H -4.69829 1.92402 -0.36218 -0.243 -0.697 -0.057
H -5.42750 0.38714 0.32557 0.092 0.469 -0.337
H -3.84803 -2.48783 -4.03706 -0.317 -0.315 0.656
H -1.79762 -3.62928 -3.35856 0.280 -0.330 -0.666
H 0.19874 -2.30230 -2.67120 0.058 -0.014 0.387
Cl 2.89524 2.22427 4.59306 -0.158 -0.096 -0.229
C 1.90943 3.58992 4.15256 0.495 1.691 0.670
C 1.07804 3.58005 3.01655 -1.095 -1.566 -0.760
C -0.00342 4.49228 2.98238 -0.057 0.500 1.068
Cl -1.37637 3.98463 2.02912 0.199 0.231 -0.245
C 0.03246 5.65330 3.73006 -0.071 -1.744 -0.986
Cl -1.13941 6.85960 3.35476 -0.162 0.330 0.454
C 1.08817 5.81815 4.65698 -0.408 -0.794 -0.661
Cl 1.37723 7.38175 5.16097 0.567 1.879 0.984
C 1.96907 4.77526 4.91900 0.616 -0.888 -0.955
Cl 3.34284 5.02089 6.00364 -0.632 0.014 -0.055
N 1.72845 1.10335 -1.69788 -0.097 -0.368 -0.318
P 2.33955 -0.09312 -0.47991 -1.042 1.023 0.700
C 4.01590 0.61364 -0.13026 -0.274 -0.383 -0.079
C 4.84781 0.61930 -1.23781 0.636 0.562 0.045
C 6.11135 1.21604 -1.15853 -0.061 -0.161 -0.118
C 6.48249 1.85378 0.02699 -0.348 0.016 -0.499
C 5.60016 1.88730 1.10792 0.997 -0.015 0.184
C 4.42781 1.16621 1.09941 -0.205 -0.255 -1.348
C 2.83809 -1.65601 -1.33784 0.171 0.436 -0.486
C 2.68318 -1.91812 -2.70303 0.002 -0.248 0.306
C 2.72335 -3.23352 -3.15814 0.397 -0.352 -0.149
C 3.02612 -4.31245 -2.31718 0.025 0.983 -0.125
C 3.38490 -3.99121 -1.00907 -0.059 -0.488 0.905
C 3.27930 -2.69561 -0.49816 -0.631 0.118 -0.847
P 0.66751 2.59991 -1.30802 -0.046 -1.179 0.001
C 0.15666 3.07309 -3.03026 0.400 0.214 -0.897
C -0.88133 4.02131 -3.21501 0.659 -0.604 0.451
C -1.31973 4.36517 -4.48016 0.255 0.134 -0.690
C -0.70894 3.84692 -5.64271 0.131 -0.064 0.413
C 0.34976 2.96209 -5.46260 -0.107 -0.183 0.077
C 0.79046 2.58619 -4.18109 -0.186 -0.102 0.042
C 1.94053 3.89624 -1.06994 0.456 0.075 -0.227
C 1.84925 4.93413 -0.11435 -0.449 -1.287 -0.100
C 3.01846 5.50304 0.35776 0.252 0.934 -0.138
C 4.22652 5.31278 -0.33022 -0.621 -0.160 0.182
C 4.24560 4.45467 -1.41698 0.431 -0.142 -0.601
C 3.12600 3.69142 -1.74816 0.479 0.333 0.188
H 1.14607 0.52886 -2.34422 -0.009 0.525 0.586
H 4.47608 0.17861 -2.16660 0.317 0.201 0.212
H 6.76161 1.19438 -2.04162 -0.113 0.067 0.458
H 7.44333 2.35277 0.11904 -0.126 0.016 -0.129
H 5.89952 2.48486 1.96195 -0.120 -0.272 0.228
H 3.82850 1.05002 1.97700 -0.309 0.224 0.259
H 2.51109 -1.11089 -3.41642 -0.225 -0.153 0.250
H 2.55981 -3.41718 -4.20939 -0.171 -0.053 -0.154
H 2.98281 -5.34021 -2.69192 0.160 0.423 0.247
H 3.66868 -4.78300 -0.30383 -0.099 0.246 -0.343
H 3.43941 -2.48366 0.55461 0.039 -0.164 -0.003
H -1.31624 4.45518 -2.31333 -0.222 -0.117 -0.331
H -2.15062 5.04614 -4.60627 -0.035 0.110 0.164
H -1.02704 4.13874 -6.66685 0.102 -0.262 0.942
H 0.80990 2.49078 -6.32805 0.085 0.181 0.071
H 1.63333 1.88218 -4.09640 -0.522 0.347 0.002
H 0.85414 5.17054 0.27886 0.548 -0.067 0.257
H 2.99111 6.13497 1.25075 -0.046 -0.030 -0.391
H 5.12532 5.84186 -0.02858 -0.088 -0.099 0.048
H 5.14592 4.36835 -2.02623 -0.068 -0.108 0.251
H 3.14524 2.90323 -2.50310 0.297 0.301 0.201
O -3.31820 -3.70603 -0.02767 -0.009 1.174 3.137
S -3.12817 -2.88319 1.22889 1.318 3.333 -4.043
O -3.32248 -1.33425 0.95782 -1.604 -3.538 1.232
N -1.50440 -2.58960 1.62461 -3.346 -1.041 0.675
C -0.67003 -3.61559 1.83415 1.474 -1.016 -0.640
C -0.78088 -4.95147 1.31845 -0.381 1.815 0.926
C 0.30151 -5.81623 1.39642 1.408 0.263 0.600
C 1.46886 -5.45011 2.06362 -0.460 0.250 0.060
C 1.60076 -4.12856 2.65163 0.834 -0.086 -0.639
C 2.81740 -3.67067 3.25487 -0.704 0.743 0.216
C 2.86647 -2.34943 3.70331 1.222 -1.184 -0.145
C 1.86004 -1.45170 3.36764 -2.038 0.185 -0.658
N 0.73930 -1.77594 2.67544 1.479 -1.486 1.335
C 0.58439 -3.14530 2.44567 -0.109 -0.133 -0.690
C -4.59651 -3.87001 2.64208 1.843 0.416 -1.185
C -4.47642 -3.35192 3.87893 0.746 1.130 1.028
C -5.25846 -3.83370 4.92618 -0.161 -0.119 1.230
C -6.14164 -4.89644 4.76226 0.232 0.309 -1.249
C -6.19379 -5.46485 3.46724 -0.549 -0.217 1.199
C -5.38138 -4.99426 2.45207 0.116 -0.282 -1.713
H -1.72013 -5.23101 0.84645 0.337 0.055 -0.071
H 0.29480 -6.75871 0.85611 -0.197 -0.034 0.235
H 2.30179 -6.16415 2.09602 -0.239 0.477 0.140
H 3.68601 -4.33200 3.36033 -0.454 0.168 0.057
H 3.75456 -1.97327 4.24434 -0.605 -0.249 -0.396
H 1.92371 -0.42223 3.72659 0.002 -0.099 -0.385
H -3.69398 -2.60265 4.03518 -0.501 0.051 0.259
H -5.14116 -3.39792 5.92661 0.012 -0.078 -0.466
H -6.77481 -5.27067 5.57523 0.354 0.204 -0.365
H -6.89991 -6.29208 3.30455 0.561 0.285 -0.165
H -5.34239 -5.52704 1.49840 -0.204 0.315 0.156
O 1.83434 1.91500 1.38285 0.434 -3.737 -0.857
C 1.38196 2.90441 1.77341 -0.309 4.210 2.140
I -1.17094 0.93422 4.65683 -0.114 0.054 0.408
```
Forces are in eV/Å.

Its LUMO energy (alpha / beta) is 3.3 / 3.3 eV. Its HOMO energy (alpha / beta) is -0.055 / -0.055 hartree. The HOMO-LUMO gap (alpha / beta) is 4.8 / 4.8 eV. Its energy above the lowest of the compared OMol25 structures with the same formula, charge and spin is 0.0000 eV. As for the total charge: -2. The value obtained for the molecular weight is 1342.93 Da. The total energy is -6926.8191 Eh. As for the strongest force on any atom: 5.403 eV/A.